Record 1
{"formula": "C20H28BBr12Cl2NO5Si2", "method": "the ωB97M-V functional and the def2-TZVPD basis", "species": ["C", "O", "B", "O", "Si", "C", "C", "O", "O", "Si", "C", "C", "O", "N", "C", "C", "C", "Cl", "C", "C", "Cl", "C", "C", "C", "C", "C", "C", "H", "H", "H", "H", "H", "H", "H", "H", "H", "H", "H", "H", "H", "H", "H", "H", "H", "H", "H", "H", "H", "H", "H", "H", "C", "Br", "Br", "Br", "H", "C", "Br", "Br", "Br", "H", "C", "Br", "Br", "Br", "H", "C", "Br", "Br", "Br", "H"], "coordinates": [[3.481, -2.023, 3.583], [2.966, -0.688, 3.259], [3.398, -0.479, 1.881], [4.815, -0.313, 1.560], [2.122, -0.436, 0.373], [2.679, -1.819, -0.835], [4.099, -1.384, -1.498], [5.208, -1.857, -1.151], [0.472, -0.537, 0.891], [-0.649, -0.599, -0.423], [-0.244, 0.656, -1.809], [-0.370, 2.124, -1.156], [-0.315, 2.216, 0.115], [-0.531, 3.379, -1.921], [0.863, 3.968, -2.060], [-1.281, 4.356, -1.038], [-0.670, -2.450, -1.040], [-0.557, -2.760, -2.849], [-0.793, -3.526, -0.111], [-0.846, -5.075, -0.565], [-0.949, -3.262, 1.711], [-2.481, -0.253, 0.124], [-2.938, -0.152, 1.600], [-4.478, 0.078, 1.842], [-5.509, 0.188, 0.675], [-5.028, 0.108, -0.829], [-3.511, -0.117, -1.073], [4.099, -2.491, 2.732], [4.145, -1.966, 4.509], [2.611, -2.753, 3.784], [5.146, 0.403, 2.156], [2.306, 0.849, -0.327], [2.907, -2.790, -0.248], [1.979, -1.994, -1.728], [4.002, -0.623, -2.369], [-1.038, 0.580, -2.638], [0.769, 0.498, -2.328], [1.469, 3.609, -1.139], [1.305, 3.534, -3.024], [0.767, 5.103, -2.070], [-0.635, 4.733, -0.159], [-2.268, 3.889, -0.667], [-1.581, 5.300, -1.626], [-1.876, -5.511, -0.334], [-0.070, -5.636, 0.081], [-0.585, -5.224, -1.664], [-2.180, -0.263, 2.442], [-4.850, 0.123, 2.916], [-6.620, 0.320, 0.889], [-5.746, 0.186, -1.712], [-3.152, -0.206, -2.165], [-5.563, 3.759, -2.352], [-5.355, 2.680, -0.746], [-6.873, 5.172, -2.110], [-3.872, 4.451, -2.996], [-5.949, 3.099, -3.128], [6.118, 2.929, -0.350], [7.272, 1.388, -0.119], [4.523, 2.488, -1.362], [5.688, 3.766, 1.347], [6.673, 3.660, -0.934], [4.621, -2.240, 8.175], [4.886, -0.543, 7.274], [3.428, -2.072, 9.695], [4.032, -3.622, 6.947], [5.590, -2.550, 8.563], [-5.033, -2.376, -4.562], [-4.865, -0.883, -5.790], [-3.402, -2.659, -3.547], [-6.583, -2.191, -3.410], [-5.192, -3.268, -5.165]], "energy_ev": -914902.7036, "gap_ev": 8.063, "max_force_ev_per_a": 4.94}

Record 2
{"formula": "C20H28BMgN10S", "method": "the ωB97M-V functional and the def2-TZVPD basis", "species": ["Mg", "C", "C", "C", "C", "N", "N", "B", "N", "C", "C", "C", "C", "N", "N", "C", "C", "C", "C", "N", "N", "C", "C", "C", "C", "N", "H", "H", "H", "H", "H", "H", "H", "H", "H", "H", "H", "H", "H", "H", "H", "H", "H", "H", "H", "H", "C", "N", "C", "C", "N", "C", "S", "H", "H", "H", "H", "H", "H", "H", "H"], "coordinates": [[0.218, -0.808, -0.995], [-1.289, -2.761, 1.750], [-0.375, -1.612, 1.957], [0.009, -1.020, 3.162], [0.870, -0.006, 2.808], [0.992, 0.004, 1.472], [0.224, -0.971, 0.956], [1.891, 0.885, 0.573], [2.727, -0.036, -0.342], [4.061, -0.124, -0.473], [4.350, -1.095, -1.409], [3.106, -1.574, -1.829], [2.795, -2.612, -2.839], [2.151, -0.927, -1.171], [0.973, 1.755, -0.310], [0.764, 3.078, -0.403], [-0.110, 3.320, -1.438], [-0.422, 2.062, -1.956], [-1.315, 1.745, -3.099], [0.230, 1.139, -1.254], [2.858, 1.625, 1.493], [3.173, 2.920, 1.775], [4.107, 2.929, 2.772], [4.360, 1.555, 3.053], [5.314, 0.980, 4.010], [3.589, 0.820, 2.263], [-1.408, -3.297, 2.687], [-0.892, -3.441, 0.993], [-2.271, -2.410, 1.431], [-0.288, -1.303, 4.150], [1.379, 0.685, 3.447], [4.746, 0.484, 0.083], [5.318, -1.412, -1.739], [3.715, -3.015, -3.247], [2.210, -2.187, -3.657], [2.223, -3.427, -2.392], [1.200, 3.798, 0.254], [-0.458, 4.272, -1.782], [-1.456, 2.639, -3.701], [-2.294, 1.425, -2.741], [-0.890, 0.957, -3.723], [2.746, 3.757, 1.269], [4.573, 3.776, 3.234], [5.846, 1.760, 4.548], [6.028, 0.335, 3.493], [4.794, 0.336, 4.723], [-5.047, 0.407, 0.220], [-5.152, -0.622, -0.771], [-6.443, -1.110, -1.225], [-6.077, -2.099, -2.345], [-4.621, -2.091, -2.308], [-4.156, -1.229, -1.407], [-2.528, -0.917, -1.052], [-5.788, 1.178, 0.009], [-4.048, 0.843, 0.192], [-5.237, 0.011, 1.221], [-7.050, -0.273, -1.580], [-6.974, -1.589, -0.397], [-6.437, -1.773, -3.324], [-6.454, -3.104, -2.151], [-4.063, -2.635, -2.943]], "energy_ev": -53041.0627, "gap_ev": [7.237, 2.289], "total_charge": 2, "multiplicity": 2, "max_force_ev_per_a": 1.86}

Record 3
{"formula": "C20H28Br6F2N2O4", "method": "the ωB97M-V functional and the def2-TZVPD basis", "species": ["C", "N", "O", "O", "H", "H", "H", "C", "N", "O", "O", "H", "H", "H", "F", "C", "C", "C", "C", "C", "C", "H", "H", "H", "H", "H", "F", "C", "C", "C", "C", "C", "C", "H", "H", "H", "H", "H", "Br", "C", "C", "Br", "H", "H", "H", "H", "Br", "C", "C", "Br", "H", "H", "H", "H", "Br", "C", "C", "Br", "H", "H", "H", "H"], "coordinates": [[3.877, -1.682, -4.457], [2.796, -1.619, -3.447], [1.736, -2.142, -3.717], [3.047, -1.067, -2.390], [3.401, -1.650, -5.434], [4.500, -2.564, -4.373], [4.457, -0.772, -4.329], [2.962, -0.208, 0.728], [2.141, -0.488, 1.930], [1.863, -1.619, 2.197], [1.895, 0.477, 2.619], [2.324, -0.075, -0.146], [3.468, -1.140, 0.477], [3.670, 0.605, 0.811], [0.531, -0.082, -1.892], [-0.228, -0.322, -0.820], [-0.441, 0.663, 0.130], [-1.094, 0.316, 1.321], [-1.658, -0.940, 1.422], [-1.492, -1.904, 0.440], [-0.740, -1.602, -0.674], [0.029, 1.638, 0.094], [-1.279, 1.062, 2.078], [-2.268, -1.198, 2.279], [-1.838, -2.923, 0.543], [-0.512, -2.370, -1.402], [1.559, 2.857, -1.427], [2.591, 3.264, -2.180], [3.707, 2.460, -2.325], [4.734, 2.866, -3.161], [4.644, 4.106, -3.795], [3.540, 4.920, -3.603], [2.492, 4.481, -2.806], [3.859, 1.478, -1.891], [5.652, 2.300, -3.232], [5.518, 4.479, -4.316], [3.433, 5.870, -4.110], [1.617, 5.095, -2.639], [-5.483, -1.770, 6.228], [-3.721, -1.097, 6.545], [-3.174, -0.548, 5.239], [-1.488, 0.409, 5.516], [-3.120, -1.922, 6.916], [-3.793, -0.326, 7.305], [-3.848, 0.200, 4.836], [-2.977, -1.357, 4.545], [-1.842, 4.099, -3.432], [-2.014, 3.253, -1.692], [-3.345, 3.616, -1.042], [-3.701, 2.316, 0.394], [-1.165, 3.637, -1.135], [-1.910, 2.175, -1.772], [-4.140, 3.581, -1.780], [-3.297, 4.611, -0.610], [-2.468, -7.322, 0.864], [-2.476, -5.677, 1.926], [-3.895, -5.164, 1.949], [-4.000, -3.501, 2.984], [-1.805, -4.963, 1.447], [-1.957, -5.886, 2.857], [-4.559, -5.862, 2.455], [-4.321, -5.074, 0.954]], "energy_ev": -458048.5507, "gap_ev": 8.992, "max_force_ev_per_a": 2.02, "smiles": "C[N+](=O)[O-].C[N+](=O)[O-].Fc1ccccc1.Fc1ccccc1.BrCCBr.BrCCBr.BrCCBr"}

Record 4
{"formula": "C20H28ClEuF5N2O3Te", "method": "the ωB97M-V functional and the def2-TZVPD basis", "species": ["Eu", "Cl", "N", "N", "C", "C", "C", "C", "C", "C", "H", "H", "H", "H", "H", "H", "C", "C", "C", "C", "H", "H", "H", "H", "H", "H", "O", "H", "H", "O", "H", "H", "C", "C", "C", "H", "H", "C", "C", "H", "C", "C", "C", "C", "H", "C", "H", "H", "H", "H", "H", "H", "H", "H", "F", "Te", "F", "F", "F", "F", "O"], "coordinates": [[0.053, -0.019, -0.066], [0.489, 2.478, 0.066], [0.892, -0.125, 1.875], [-1.092, 0.286, -1.842], [2.241, 0.038, 2.053], [-0.525, 0.244, -3.071], [0.178, -0.085, 3.102], [1.267, 0.411, 4.028], [-0.200, -1.537, 3.418], [-1.017, 0.767, 3.067], [0.562, -2.243, 3.047], [-1.157, -1.799, 2.940], [-0.293, -1.665, 4.503], [-0.723, 1.842, 3.035], [-1.677, 0.611, 3.914], [-1.624, 0.580, 2.140], [-2.495, 0.630, -1.906], [-2.748, 0.356, -3.363], [-2.686, 2.079, -1.586], [-3.309, -0.267, -0.989], [-3.071, -1.328, -1.148], [-4.372, -0.094, -1.177], [-3.103, -0.030, 0.066], [-2.048, 2.731, -2.195], [-2.392, 2.270, -0.542], [-3.733, 2.363, -1.691], [-1.410, 0.350, -4.000], [-3.352, 1.115, -3.870], [-3.179, -0.650, -3.550], [2.518, 0.191, 3.288], [1.335, -0.116, 4.985], [1.194, 1.504, 4.204], [3.252, 0.011, 1.004], [0.889, 0.094, -3.370], [1.663, -0.710, -2.368], [1.302, 1.120, -3.428], [0.933, -0.332, -4.374], [2.231, -0.063, -1.275], [2.833, -0.749, -0.221], [2.217, 1.058, -1.244], [2.948, -2.136, -0.310], [2.435, -2.771, -1.434], [3.527, -2.935, 0.813], [1.777, -2.098, -2.452], [2.503, -3.860, -1.491], [1.118, -2.859, -3.561], [1.391, -3.926, -3.512], [1.392, -2.492, -4.554], [0.021, -2.804, -3.474], [4.497, -2.557, 1.149], [3.662, -3.988, 0.513], [2.852, -2.936, 1.688], [4.148, -0.395, 1.472], [3.455, 1.066, 0.747], [-1.654, 4.349, -0.034], [-2.199, 3.398, 1.594], [-4.029, 3.054, 0.855], [-0.401, 3.795, 2.339], [-2.735, 5.010, 2.339], [-2.935, 2.506, 3.246], [-1.621, 1.262, 0.609]], "energy_ev": -83047.5311, "gap_ev": [3.835, 3.927], "total_charge": -1, "multiplicity": 7, "relative_energy_kcal_mol": 172.2, "max_force_ev_per_a": 6.96}